No. 1
DFT (ωB97M-V/def2-TZVPD) results for 10 unconnected molecules or ions with the total composition C44H60N8O8 in a non-equilibrium geometry.

Properties
**Net charge**: +6
**Spin multiplicity**: 1
**LUMO**: -10.7 eV
**Kohn-Sham gap**: 0.556 eV

Geometry (Å):
C -10.01538 20.01945 14.36561
C -9.88613 18.54004 14.93777
O -9.93454 17.64182 15.65210
N -13.38433 13.86318 8.87568
H -12.75402 13.48111 8.08581
H -14.25380 14.30564 8.72882
C -13.10133 13.82252 10.13635
H -10.50660 20.67282 15.09580
H -10.35353 20.14696 13.40931
H -9.06506 20.53114 14.48558
H -19.70797 3.10728 35.33468
H -12.08837 13.31467 10.49704
H -13.78624 14.08373 10.88195
C -18.22444 17.61507 21.11601
C -18.61665 18.03904 19.76244
O -18.24210 19.04176 19.27586
N -19.38932 17.02926 18.89359
H -19.63686 16.06084 19.34190
H -20.29635 17.39064 18.64780
C -18.55607 16.71486 17.67042
H -17.92577 16.51875 21.01175
H -19.01245 17.62063 21.85616
H -17.45179 18.21693 21.50253
H -19.12026 16.12918 16.95344
H -17.78580 16.07441 18.04770
H -18.17915 17.67192 17.28208
C -20.92692 2.89374 19.03258
N -21.32126 4.32823 19.08143
C -21.86789 4.90791 17.98653
C -22.25115 6.24353 18.07336
C -22.07597 6.97035 19.25799
C -21.59723 6.30818 20.41277
C -21.25709 4.94843 20.24623
C -22.66109 8.37173 19.26637
C -23.96483 8.46670 18.76739
C -24.62762 9.68853 18.88347
N -24.00411 10.75152 19.42235
C -22.76463 10.70543 19.90872
C -22.02649 9.49313 19.87737
C -24.76216 12.01544 19.64958
H -20.54185 2.54363 18.07434
H -21.83346 2.29765 19.35856
H -20.16953 2.65067 19.75627
H -21.79501 4.35946 17.04043
H -22.79411 6.62071 17.16683
H -21.46436 6.82155 21.35681
H -20.87087 4.42978 21.03674
H -24.44237 7.58285 18.41950
H -25.67024 9.77097 18.54258
H -22.38514 11.54604 20.47506
H -20.98893 9.45520 20.28669
H -24.15779 12.90554 19.46741
H -25.01991 11.96944 20.70369
H -25.69707 12.06191 19.08292
C -17.53444 -4.02191 32.63995
N -17.54059 -2.69243 32.09784
C -18.37987 -1.70863 32.54439
C -18.38991 -0.37477 32.15625
C -17.32831 0.00104 31.29687
C -16.53630 -1.00961 30.74856
C -16.58989 -2.25428 31.17186
C -17.18956 1.33690 30.67439
C -18.25579 1.90814 30.01055
C -18.02663 3.09581 29.30504
N -16.77092 3.77099 29.39467
C -15.88280 3.29300 30.16231
C -15.95933 1.98608 30.69020
C -16.58679 5.14975 28.81580
H -16.52051 -4.48304 32.50169
H -18.23991 -4.59385 32.05707
H -17.79393 -4.02784 33.65673
H -19.16428 -2.06795 33.23143
H -19.07523 0.36988 32.55381
H -15.86167 -0.72244 29.99061
H -15.83355 -2.97898 30.84150
H -19.17451 1.39779 29.97206
H -18.74996 3.41493 28.57842
H -15.04953 3.99742 30.41311
H -15.01615 1.58447 31.12402
H -16.33474 5.96441 29.53501
H -17.51249 5.35542 28.30822
H -15.81390 5.17227 28.08486
C -9.78309 0.49059 12.85434
N -9.38115 0.08529 14.19245
C -10.08126 0.61312 15.24359
C -9.78632 0.40372 16.52007
C -8.69391 -0.41061 16.82833
C -7.89578 -0.90270 15.81416
C -8.31091 -0.70461 14.47143
C -8.51678 -0.72094 18.34174
C -7.98263 0.32057 19.19611
C -7.90982 0.23184 20.54442
N -8.57625 -0.85600 21.08083
C -9.16458 -1.81923 20.33997
C -9.07735 -1.80072 18.96714
C -8.57401 -0.92359 22.56574
H -10.85035 0.36841 12.74690
H -9.30584 -0.08003 12.05744
H -9.57135 1.60925 12.87848
H -10.89245 1.31277 14.90154
H -10.46100 0.85513 17.21487
H -7.00212 -1.48168 15.90266
H -7.71408 -1.04735 13.65218
H -7.39107 1.10661 18.71989
H -7.45214 0.86522 21.25497
H -9.58048 -2.60578 20.90987
H -9.51571 -2.56708 18.35758
H -8.00727 -1.78168 22.83154
H -9.53855 -0.99915 23.13310
H -8.11184 -0.00103 22.92406
O -17.50267 2.56828 25.28073
C -18.82083 4.20183 24.84882
O -17.60454 4.20850 24.38068
O -19.89416 4.14174 25.29076
H -16.78996 2.16450 24.76604
O -20.01878 12.34971 19.36303
C -19.55412 13.55931 19.99856
O -20.00091 14.61091 19.50563
O -18.97118 13.28413 21.04419
H -19.38985 11.69094 19.56760

Atomic partial charges in e from the Mulliken method, atoms 1 to 8:
1 C -0.738
2 C 0.641
3 O -0.098
4 N -0.195
5 H 0.333
6 H 0.285
7 C -0.083
8 H 0.326

=====

No. 2
DFT (ωB97M-V/def2-TZVPD) results for a molecular structure, C44H63Br52FN3O7S2 in a non-equilibrium geometry.

Properties
**Net charge**: +1
**Spin multiplicity**: 1
**LUMO**: -2.4 eV
**Kohn-Sham gap**: 8.817 eV

Geometry (Å):
C -2.51323 -4.39370 1.10741
C -1.28292 -5.24468 0.90916
O -1.29285 -6.40541 1.22013
N -0.09444 -4.67072 0.32579
C 0.37780 -3.46820 1.05954
C 1.18783 -2.63311 0.10128
C 1.65090 -1.29653 0.70390
C 1.82529 -0.18312 -0.32771
C 3.23151 0.19738 -0.88270
C 3.94427 0.84642 0.31144
C 5.46439 1.16136 0.20985
C 6.20647 0.72669 1.47427
S 6.01521 1.87698 2.81421
O 7.10223 2.79666 2.74663
O 5.80853 1.17199 4.03437
O 4.69143 2.65697 2.41448
C 3.95161 -1.06670 -1.33516
N 4.24616 -2.01805 -0.34496
F 5.19690 -0.84392 -2.05064
C 3.03594 -1.49822 -2.49772
C 2.88274 -0.13025 -3.18530
C 1.76268 -0.12444 -4.24749
C 0.47313 -0.82143 -3.87088
C 0.35072 -2.19394 -4.03809
C -0.83022 -2.83334 -3.71978
C -1.92935 -2.13876 -3.24755
C -1.84275 -0.76011 -3.09080
C -3.00080 0.07663 -2.63715
C -0.64166 -0.13583 -3.40430
N 3.00308 1.01478 -2.13805
C 1.80974 1.89598 -2.14526
C 1.81423 3.06709 -1.13683
C 0.55393 3.12050 -0.23473
S -0.12346 4.76195 -0.11005
O -0.66633 4.90368 1.20508
O -1.00220 4.97409 -1.20535
O 1.09949 5.74054 -0.25097
C 4.18018 1.84404 -2.54799
C 4.11407 2.44168 -3.95683
C 3.97412 3.96647 -3.92564
Br 5.72719 1.99778 -4.95692
H -3.37148 -5.05179 1.06416
H -2.45999 -3.95496 2.10107
H -2.61762 -3.63221 0.33818
H -0.34431 -4.34692 -0.60799
H -0.43054 -2.90626 1.52872
H 1.04964 -3.84787 1.82624
H 2.08905 -3.17780 -0.16191
H 0.61510 -2.46912 -0.81703
H 2.50636 -1.51771 1.33116
H 0.86187 -0.98149 1.38282
H 1.43889 0.72674 0.12192
H 1.13270 -0.40396 -1.13609
H 3.44285 1.73886 0.66031
H 3.85214 0.16943 1.15243
H 5.96621 0.76998 -0.66447
H 5.58516 2.24300 0.17493
H 7.27100 0.59374 1.32728
H 5.80942 -0.20941 1.85864
H 4.10557 2.83664 3.17735
H 4.60845 -2.85169 -0.79863
H 5.01097 -1.68547 0.23512
H 3.68420 -2.06897 -3.14814
H 2.14282 -2.00195 -2.17227
H 3.77797 -0.13879 -3.79154
H 1.51120 0.85128 -4.65787
H 2.17922 -0.67841 -5.08335
H 1.15857 -2.80432 -4.42396
H -0.93797 -3.89586 -3.85477
H -2.85835 -2.62937 -2.99962
H -2.63291 0.95845 -2.11947
H -3.57860 0.43708 -3.48152
H -3.64232 -0.45499 -1.94272
H -0.58030 0.94186 -3.31154
H 1.66780 2.33344 -3.12318
H 0.89156 1.34999 -2.01530
H 2.71928 3.14379 -0.54827
H 1.79451 3.98668 -1.71229
H -0.21477 2.42120 -0.54083
H 0.85669 2.84983 0.77242
H 1.62863 5.72853 0.56327
H 5.08037 1.25246 -2.49528
H 4.35567 2.64330 -1.83968
H 3.28736 2.08394 -4.55421
H 4.52010 4.39621 -3.08902
H 2.92847 4.25231 -3.85233
H 4.39041 4.39632 -4.82537
C -2.12664 -0.58981 1.40878
Br -1.27747 -0.83976 -0.31393
Br -0.83331 -0.48145 2.83013
Br -3.30133 0.92214 1.41216
H -2.72751 -1.47123 1.59466
C -1.05396 7.47152 0.66640
Br 0.12741 8.38517 1.88563
Br -2.50583 6.62333 1.58588
Br -1.66901 8.63995 -0.72981
H -0.48425 6.68320 0.19678
C -5.86647 3.51017 -1.06965
Br -6.04154 1.67114 -1.61339
Br -6.63925 3.82278 0.66538
Br -4.04123 4.10865 -1.13178
H -6.42174 4.10464 -1.78049
C 1.41097 -2.06937 5.87516
Br -0.35792 -1.52227 6.38476
Br 1.33480 -3.30514 4.40487
Br 2.51068 -0.54201 5.47123
H 1.85946 -2.58348 6.71318
C -7.52387 1.56186 4.06805
Br -6.40486 3.02367 4.62830
Br -6.47333 0.05901 3.48341
Br -8.77101 1.07372 5.44788
H -8.09557 1.90542 3.21729
C 2.45038 9.83911 4.57006
Br 1.50478 11.45049 4.12248
Br 4.35831 10.05383 4.49783
Br 1.88083 9.13001 6.26603
H 2.20066 9.10478 3.81789
C -0.13883 -5.28430 -6.95993
Br -1.30331 -3.75326 -6.89548
Br 1.65929 -4.78814 -7.43798
Br -0.19301 -6.28909 -5.31704
H -0.50920 -5.93525 -7.73873
C -1.24934 -10.12853 -3.91029
Br -0.88362 -10.15971 -5.79935
Br 0.37000 -10.06566 -2.87553
Br -2.44131 -8.69287 -3.43595
H -1.75209 -11.05363 -3.66872
C 5.03567 -6.14029 -4.94788
Br 4.40489 -4.68176 -3.84723
Br 3.62833 -7.38771 -5.30828
Br 5.85959 -5.50114 -6.56124
H 5.79567 -6.65797 -4.38086
C 6.29276 5.41495 -7.86731
Br 4.57337 4.55443 -8.00631
Br 6.31016 7.11149 -8.76184
Br 6.85441 5.57329 -6.03174
H 7.00918 4.77859 -8.36616
C 8.62534 4.29334 3.60436
Br 9.36076 3.84709 1.88060
Br 9.95951 4.21960 4.98522
Br 7.73225 5.99806 3.56956
H 7.88067 3.54614 3.83266
C -4.55372 -4.53156 3.86577
Br -3.22127 -3.45415 4.74311
Br -5.19939 -3.67590 2.26292
Br -3.87150 -6.30474 3.55378
H -5.40109 -4.62199 4.53142
C -12.42737 0.03865 5.10210
Br -14.07391 -0.88783 4.75253
Br -12.26482 1.63565 4.04125
Br -12.20523 0.41664 6.97559
H -11.61939 -0.61793 4.81276
C 2.73829 3.57053 7.02059
Br 3.61221 3.36903 5.30493
Br 4.02601 3.68155 8.43359
Br 1.55863 5.08064 6.99463
H 2.14561 2.68176 7.18600
C -11.57792 -1.04363 -1.88722
Br -10.35666 -0.13782 -3.06527
Br -12.97683 -1.93303 -2.85917
Br -10.65249 -2.25402 -0.70934
H -12.04401 -0.29024 -1.26950
C -8.24641 -7.00370 0.98445
Br -7.01320 -7.21341 -0.48101
Br -7.30401 -6.89906 2.65761
Br -9.42246 -5.51748 0.67843
H -8.85576 -7.89496 1.02027
C -4.37079 -1.70875 8.49196
Br -2.98819 -0.56590 9.19177
Br -5.16699 -0.98628 6.90120
Br -3.73430 -3.50161 8.19975
H -5.14900 -1.76317 9.23933

Atomic partial charges in e from the Mulliken method, atoms 1 to 8:
1 C -0.197
2 C -0.225
3 O -0.567
4 N -0.309
5 C 0.488
6 C -0.119
7 C 0.471
8 C -0.243

=====

> What is the formula in the second record?

C44H63Br52FN3O7S2

=====

> Which formula does entry 2 have?

C44H63Br52FN3O7S2

=====

> The lowest net charge belongs to which entry?

C44H63Br52FN3O7S2